1.
Formula: C12H8Cl5N3O2SSn
Source: OMol25
Level of theory: wB97M-V/def2-TZVPD

The geometry in ORCA input format:
```
! wB97M-V def2-TZVPD RIJCOSX def2/J DEFGRID3
* xyz 0 1
Sn 0.68 1.12 1.77
Cl 0.34 0.24 -1.73
C -0.24 -0.96 -0.60
C -0.22 -0.68 0.76
C -0.76 -1.65 1.59
Cl -0.82 -1.33 3.30
C -1.26 -2.86 1.12
Cl -1.90 -4.03 2.21
C -1.22 -3.12 -0.24
Cl -1.82 -4.61 -0.85
C -0.72 -2.16 -1.12
Cl -0.71 -2.46 -2.81
N 3.24 1.99 -1.31
C 3.06 0.95 -0.46
O 2.40 1.18 0.62
C 3.57 -0.32 -0.74
C 4.31 -0.52 -1.93
N 4.88 -0.59 -2.93
C 3.16 -1.38 0.09
N 2.78 -2.20 0.81
H 2.96 2.90 -1.01
H 3.81 1.88 -2.13
C -2.74 1.40 -0.72
S -2.07 2.71 0.30
C -2.78 2.20 1.86
O -0.57 2.47 0.43
H -3.82 1.56 -0.77
H -2.50 0.43 -0.29
H -2.30 1.50 -1.71
H -3.86 2.28 1.80
H -2.40 2.87 2.63
H -2.49 1.16 2.07
*
```

Calculated total energy = -100417.46190 eV
E_LUMO = -0.22 eV

These are the natural (NBO) partial charges, in e, on atoms 1 to 5:
1 Sn 1.3151
2 Cl 0.0153
3 C 0.0476
4 C -0.5896
5 C 0.0481

=====

2.
Formula: C12H8N2NiO4
Source: OMol25
Level of theory: wB97M-V/def2-TZVPD

The geometry in ORCA input format:
```
! wB97M-V def2-TZVPD RIJCOSX def2/J DEFGRID3
* xyz 2 3
Ni -0.60 -0.54 -0.95
O -2.42 -0.43 1.32
C -1.79 -0.53 0.36
C 0.98 -0.22 -1.68
O 2.06 0.05 -1.99
C -1.05 1.15 -1.31
O -1.28 2.27 -1.47
C 0.02 -2.15 -0.38
O 0.45 -3.12 0.08
C -3.08 -2.71 -3.86
H -3.23 -3.59 -3.23
H -3.87 -1.95 -3.85
C -2.00 -2.59 -4.66
H -1.87 -1.73 -5.32
H -1.23 -3.37 -4.70
N 1.25 5.13 3.08
C 1.35 3.97 2.91
C 1.44 2.55 2.68
C 2.18 1.73 3.53
C 2.24 0.36 3.28
C 1.54 -0.13 2.16
N 0.85 0.66 1.34
C 0.79 1.97 1.57
H 2.69 2.18 4.39
H 2.78 -0.34 3.90
H 1.57 -1.20 1.94
H 0.22 2.58 0.87
*
```

<S²> = 2.01
Calculated total energy = -64763.52807 eV
E_LUMO (spin up / spin down) = -8.78 / -13.25 eV

These are the natural (NBO) partial charges, in e, on atoms 1 to 5:
1 Ni 0.3651
2 O -0.3344
3 C 0.4779
4 C 0.4776
5 O -0.3336

=====

3.
Formula: C12H8P
Source: OMol25
Level of theory: wB97M-V/def2-TZVPD

The geometry in ORCA input format:
```
! wB97M-V def2-TZVPD RIJCOSX def2/J DEFGRID3
* xyz 1 1
C 0.86 3.50 0.62
C 1.75 2.53 1.08
C -0.47 1.60 -0.97
C 0.19 0.38 -0.32
C -0.72 -0.68 0.52
C -1.98 -0.87 -0.38
C 0.33 -2.79 -0.23
C -0.67 -2.76 -1.16
C 0.12 2.48 -0.12
C 0.91 1.45 0.56
C 0.15 -1.89 0.86
C -1.75 -1.91 -1.13
P 0.87 -2.52 2.26
H 0.83 4.49 0.91
H 2.65 2.45 1.51
H -0.92 1.62 -1.91
H 0.91 -0.08 -0.86
H -1.05 -0.03 1.47
H -2.72 -0.18 -0.32
H 1.24 -3.41 -0.23
H -0.53 -3.38 -2.14
*
```

Calculated total energy = -21840.91093 eV
E_LUMO (spin up / spin down) = -6.59 / -6.54 eV

These are the natural (NBO) partial charges, in e, on atoms 1 to 5:
1 C 0.0910
2 C -0.2064
3 C -0.0939
4 C -0.2183
5 C -0.2388

=====

4.
Formula: C12H9Cl2NO6SW
Source: OMol25
Level of theory: wB97M-V/def2-TZVPD

The geometry in ORCA input format:
```
! wB97M-V def2-TZVPD RIJCOSX def2/J DEFGRID3
* xyz 2 1
W 0.49 -0.90 -0.54
O 2.35 -1.50 0.24
Cl 2.96 -2.07 -1.05
O 3.40 -3.38 -0.84
O 3.86 -1.18 -1.61
O 1.62 -2.05 -1.83
Cl -0.32 6.35 -1.39
C 0.11 4.69 -1.27
C 1.25 4.22 -1.94
C 1.64 2.89 -1.87
C 0.86 2.02 -1.13
O 1.24 0.73 -0.99
C -0.29 2.47 -0.45
C -1.06 1.57 0.29
O -0.87 0.31 0.35
C -0.66 3.83 -0.53
H 1.84 4.92 -2.52
H 2.53 2.54 -2.37
H -1.92 1.94 0.86
H -1.54 4.18 0.00
S -1.31 -2.15 -1.49
C -1.42 -2.52 0.21
N -2.54 -2.21 0.93
C -2.61 -2.33 2.26
C -1.51 -2.73 3.00
C -0.35 -3.04 2.33
C -0.30 -2.96 0.92
H -3.35 -1.91 0.41
H -3.57 -2.11 2.71
H -1.59 -2.81 4.07
H 0.52 -3.39 2.87
H 0.53 -3.41 0.38
*
```

Calculated total energy = -64047.10800 eV
E_LUMO (spin up / spin down) = -8.43 / -8.44 eV

These are the natural (NBO) partial charges, in e, on atoms 1 to 5:
1 W 1.6290
2 O -0.7919
3 Cl 2.4961
4 O -0.6514
5 O -0.6556

=====

5.
Formula: C12H9ClN2O3S2
Source: OMol25
Level of theory: wB97M-V/def2-TZVPD

The geometry in ORCA input format:
```
! wB97M-V def2-TZVPD RIJCOSX def2/J DEFGRID3
* xyz 0 1
O 1.40 4.03 -1.34
S 1.93 3.48 -0.17
O 3.28 2.99 0.07
N 1.57 4.52 1.10
C 0.96 3.78 2.05
O 1.07 4.21 3.33
C 0.54 2.51 1.73
N 0.70 2.30 0.39
C 0.40 1.14 -0.44
C -0.05 1.43 -1.68
S -0.75 0.08 -2.49
C -0.54 -0.91 -1.19
C -0.86 -2.33 -1.06
C -2.26 -2.63 -0.86
C -2.60 -4.00 -0.64
C -1.55 -4.94 -0.52
C -0.21 -4.61 -0.68
C 0.12 -3.32 -0.95
C 0.14 -0.28 -0.14
Cl 0.68 -0.96 1.34
H 2.31 5.10 1.43
H 0.28 4.70 3.52
H 0.24 1.76 2.35
H -0.08 2.42 -2.18
H -3.00 -1.79 -0.86
H -3.63 -4.20 -0.37
H -1.83 -5.94 -0.25
H 0.55 -5.40 -0.55
H 1.21 -3.13 -0.95
*
```

SMILES = O=S1(=O)NC(O)=CN1c1csc(-c2ccccc2)c1Cl
Calculated total energy = -55902.42821 eV
E_LUMO = 0.51 eV

These are the natural (NBO) partial charges, in e, on atoms 1 to 5:
1 O -0.8919
2 S 2.3773
3 O -0.8805
4 N -0.8443
5 C 0.3713

=====

6.
Formula: C12H9CoF6N2O4S2Sb
Source: OMol25
Level of theory: wB97M-V/def2-TZVPD

The geometry in ORCA input format:
```
! wB97M-V def2-TZVPD RIJCOSX def2/J DEFGRID3
* xyz 0 6
Co 0.03 -0.05 0.02
S -1.54 1.21 -1.36
C -3.09 0.69 -0.85
C -4.29 1.21 -1.37
C -5.56 0.77 -1.01
C -5.70 -0.21 -0.04
C -4.52 -0.79 0.53
C -3.25 -0.27 0.14
S -1.98 -1.00 0.99
H -4.23 1.87 -2.23
H -6.46 1.16 -1.45
H -6.66 -0.71 0.14
H -4.54 -1.59 1.20
C 3.59 0.94 1.47
C 3.32 -0.04 0.46
N 2.11 -0.35 0.00
C 2.28 -1.36 -0.88
C 3.62 -1.74 -0.94
N 4.21 -0.90 -0.06
C 4.40 -2.69 -1.77
O 3.75 -3.60 -2.39
O 5.58 -2.52 -1.76
C 1.11 -2.00 -1.56
O 1.28 -2.98 -2.29
O 0.01 -1.37 -1.38
H 2.85 0.86 2.27
H 3.48 1.94 1.01
H 4.63 0.82 1.91
H 5.22 -0.80 -0.09
H 2.74 -3.52 -2.47
F 0.47 2.21 0.34
Sb -0.37 2.49 2.02
F -2.12 2.14 1.29
F -0.62 4.32 1.56
F -1.00 2.45 3.75
F 1.38 2.85 2.65
F -0.15 0.53 2.14
*
```

<S²> = 8.77
Calculated total energy = -105903.43826 eV
E_LUMO (spin up / spin down) = -0.27 / -3.93 eV

These are the natural (NBO) partial charges, in e, on atoms 1 to 5:
1 Co 1.4612
2 S 0.1712
3 C -0.2069
4 C -0.1831
5 C -0.1765